89
Properties=species:S:1:pos:R:3:mulliken_charge:R:1 method="wB97M-V/def2-TZVPD" charge=+2 gap_ev=7.162 de_lowest_kcal_mol=20.5 lumo_ev=-5.0 multiplicity=1 homo_ev=-12.182
Ti -0.08 -1.63 -3.02 0.14
C 3.59 1.17 -3.01 -1.59
C 2.15 0.65 -3.02 0.23
N 1.89 -0.61 -2.86 1.90
N 3.07 -1.46 -2.73 -0.71
C 2.77 -2.52 -2.13 0.28
S 1.16 -2.94 -1.59 -0.13
S 4.04 -3.83 -1.94 -0.14
C 4.54 -3.52 -0.23 -1.10
C 3.53 -3.78 0.81 0.56
C 3.08 -2.76 1.66 -0.27
C 2.22 -3.06 2.67 -0.34
C 1.73 -4.36 2.82 -0.50
C 2.09 -5.35 1.91 -0.70
C 2.99 -5.07 0.88 -0.15
C 1.03 1.60 -3.29 0.69
C 1.22 2.99 -3.06 -1.03
C 0.21 3.88 -3.26 -0.86
C -1.03 3.43 -3.73 -0.55
C -1.18 2.09 -4.06 -0.44
C -0.17 1.19 -3.82 0.70
O -0.43 -0.10 -4.10 -0.80
H 4.22 0.47 -3.56 0.42
H 3.99 1.24 -1.97 0.27
H 3.62 2.18 -3.45 0.46
H 4.97 -2.49 -0.10 0.39
H 5.36 -4.23 -0.10 0.48
H 3.33 -1.74 1.41 0.31
H 1.74 -2.25 3.33 0.24
H 0.87 -4.47 3.44 0.40
H 1.66 -6.34 1.99 0.41
H 3.30 -5.85 0.19 0.37
H 2.21 3.36 -2.82 0.35
H 0.40 4.94 -3.08 0.43
H -1.83 4.16 -4.01 0.40
H -2.10 1.79 -4.54 0.54
F 0.19 3.68 1.41 -0.35
C -0.71 2.73 1.40 -0.26
C -0.65 1.74 0.43 -0.15
C -1.53 0.65 0.47 0.94
C -1.45 -0.41 -0.52 1.42
O -0.64 -0.28 -1.44 -0.30
C -2.36 -1.52 -0.38 -0.44
C -3.11 -1.62 0.76 -0.22
N -3.11 -0.65 1.67 0.34
C -3.93 -0.90 2.87 -0.54
C -3.16 -1.10 4.16 -0.33
C -3.83 -2.20 3.59 -0.78
C -2.37 0.52 1.56 -0.37
C -2.45 1.51 2.52 -0.43
C -1.62 2.62 2.54 -1.16
N -1.54 3.47 3.68 0.33
C -1.85 4.92 3.48 -0.47
C -2.05 5.68 4.82 -0.76
N -0.78 5.45 5.61 -0.17
C -0.48 3.93 5.83 -0.80
C -0.34 3.26 4.45 -0.30
C -2.42 -2.62 -1.35 0.07
O -3.13 -3.59 -1.15 -0.66
O -1.63 -2.51 -2.42 -0.20
H 0.08 1.90 -0.35 0.45
H -3.81 -2.47 0.91 0.64
H -4.94 -0.41 2.90 0.30
H -3.52 -0.73 5.05 0.36
H -2.08 -0.98 3.91 0.19
H -4.74 -2.54 4.05 0.28
H -3.27 -3.01 3.08 0.32
H -3.13 1.33 3.40 0.53
H -2.77 5.01 2.92 0.45
H -1.08 5.48 2.90 0.36
H -2.91 5.31 5.44 0.34
H -2.10 6.75 4.68 0.42
H -0.81 5.93 6.48 0.33
H -0.07 5.84 5.06 0.37
H -1.31 3.64 6.46 0.37
H 0.43 3.87 6.44 0.39
H -0.23 2.11 4.60 0.34
H 0.56 3.62 3.91 0.36
C 2.10 -1.53 -6.09 -0.59
N 1.38 -2.73 -6.52 -0.16
C 0.37 -3.21 -5.82 0.47
N -0.36 -4.27 -6.20 -0.42
O 0.08 -2.64 -4.72 -0.50
H 1.46 -0.65 -5.98 0.11
H 2.76 -1.29 -6.94 0.38
H 2.56 -1.69 -5.12 0.17
H 1.76 -3.20 -7.31 0.24
H -0.41 -4.60 -7.12 0.23
H -1.20 -4.39 -5.66 0.24

88
Properties=species:S:1:pos:R:3:mulliken_charge:R:1 method="wB97M-V/def2-TZVPD" charge=+2 gap_ev=7.142 de_lowest_kcal_mol=0.0 lumo_ev=-6.4 multiplicity=1 homo_ev=-13.508
Ir 1.37 1.04 0.35 2.01
S -0.01 -0.23 1.69 -0.47
C -0.59 -1.50 0.75 -0.23
N -1.46 -2.37 1.18 0.22
C -2.08 -3.34 0.26 -0.71
C -1.02 -3.89 -0.64 -0.71
N -0.32 -2.78 -1.31 0.30
C 0.01 -3.00 -2.73 -1.84
C -1.23 -2.84 -3.58 0.88
C -1.70 -1.56 -3.90 -0.09
C -2.86 -1.42 -4.64 -0.78
C -3.56 -2.54 -5.07 -0.44
C -3.09 -3.81 -4.76 -0.77
C -1.92 -3.96 -4.02 -0.27
C -0.07 -1.66 -0.67 0.59
S 0.85 -0.44 -1.34 -0.54
C -2.06 -2.36 2.54 -1.24
C -3.53 -2.06 2.46 0.26
C -3.96 -0.86 1.91 0.14
C -5.32 -0.59 1.82 -0.51
C -6.25 -1.51 2.29 -0.55
C -5.82 -2.70 2.85 -0.67
C -4.46 -2.98 2.93 -0.45
H -2.86 -2.83 -0.32 0.32
H -2.55 -4.12 0.84 0.55
H -1.47 -4.52 -1.41 0.41
H -0.29 -4.48 -0.09 0.30
H 0.40 -4.01 -2.82 0.48
H 0.79 -2.30 -3.02 0.70
H -1.15 -0.69 -3.58 0.43
H -3.21 -0.43 -4.90 0.43
H -4.46 -2.43 -5.66 0.41
H -3.62 -4.68 -5.11 0.41
H -1.54 -4.95 -3.81 0.45
H -1.51 -1.65 3.15 0.53
H -1.90 -3.36 2.96 0.47
H -3.24 -0.15 1.55 0.38
H -5.65 0.35 1.39 0.47
H -7.30 -1.29 2.22 0.41
H -6.54 -3.42 3.22 0.40
H -4.13 -3.92 3.37 0.41
N 1.73 3.54 -2.13 -0.06
C 2.84 2.86 -1.89 0.13
N 3.87 3.15 -2.67 -0.74
C 4.98 2.46 -2.49 0.16
N 6.03 2.71 -3.27 -0.32
N 5.13 1.50 -1.55 -0.76
C 4.07 1.26 -0.82 0.01
N 2.87 1.88 -0.92 -0.08
C 4.24 0.18 0.19 1.40
C 5.45 -0.46 0.37 -0.79
C 5.54 -1.47 1.30 -0.61
C 4.40 -1.82 2.02 -1.17
C 3.23 -1.13 1.78 -0.09
N 3.15 -0.14 0.89 -0.05
H 1.79 4.26 -2.83 0.23
H 0.99 3.57 -1.44 0.39
H 5.97 3.42 -3.97 0.26
H 6.88 2.19 -3.14 0.24
H 6.29 -0.15 -0.23 0.58
H 6.47 -1.99 1.46 0.47
H 4.42 -2.61 2.75 0.48
H 2.32 -1.38 2.32 0.50
Se 2.69 5.98 1.03 0.32
N 3.06 5.69 2.72 -0.77
C 2.76 4.42 2.96 0.86
C 2.90 3.79 4.23 -0.57
C 2.53 2.49 4.30 -1.18
C 2.05 1.81 3.14 0.27
N 1.91 2.34 1.95 0.10
C 2.25 3.68 1.83 0.14
N 2.14 4.34 0.71 -0.21
H 3.27 4.34 5.08 0.49
H 2.60 1.93 5.23 0.48
H 1.78 0.77 3.24 0.38
C -2.62 2.74 -0.86 -1.93
C -1.69 2.01 0.11 1.53
C -1.96 2.54 1.52 -1.61
C -0.24 2.24 -0.28 -1.69
H -3.67 2.56 -0.62 0.44
H -2.45 2.41 -1.89 0.42
H -2.44 3.82 -0.81 0.36
H -1.94 0.94 0.04 -0.40
H -1.83 3.62 1.52 0.48
H -1.28 2.13 2.27 0.17
H -2.98 2.34 1.85 0.45
H -0.03 3.28 0.03 0.46
H -0.18 2.19 -1.37 0.72

82
Properties=species:S:1:pos:R:3:mulliken_charge:R:1 method="wB97M-V/def2-TZVPD" charge=0 gap_ev=3.780 de_lowest_kcal_mol=47.1 lumo_ev=-1.5 multiplicity=1 homo_ev=-5.303
C 5.32 -4.22 0.27 -0.77
C 6.63 -3.55 0.67 -0.78
N 6.53 -2.11 0.80 -0.07
C 7.83 -1.49 1.02 -0.77
C 7.77 -0.03 1.37 -0.78
C 6.65 0.72 0.65 -0.98
C 5.35 -0.01 0.70 0.74
C 5.35 -1.43 0.82 0.22
C 4.11 -2.12 0.90 0.56
C 2.94 -1.40 0.93 -0.97
C 2.92 0.01 0.71 0.69
C 1.71 0.75 0.51 -0.04
C 0.44 0.23 0.74 -0.28
C -0.79 0.84 0.48 -1.05
C -2.01 0.08 0.59 0.98
C -2.12 -1.28 0.15 -0.78
C -3.24 -2.05 0.41 0.23
C -4.22 -1.56 1.30 0.12
N -5.24 -2.38 1.69 0.01
C -5.75 -3.45 0.87 -0.75
C -4.94 -3.71 -0.38 -0.75
C -3.45 -3.42 -0.16 -1.02
C -6.08 -2.06 2.81 -0.79
C -5.50 -1.01 3.75 -0.78
C -4.89 0.19 3.01 -0.73
C -4.09 -0.25 1.83 0.48
C -3.14 0.60 1.29 -1.07
C 4.16 0.68 0.62 -1.28
C 4.13 -3.61 0.99 -0.92
H 5.19 -4.12 -0.82 0.36
H 5.40 -5.28 0.50 0.36
H 6.99 -3.98 1.62 0.38
H 7.39 -3.80 -0.08 0.35
H 8.36 -2.04 1.81 0.36
H 8.43 -1.62 0.10 0.39
H 7.62 0.06 2.45 0.34
H 8.73 0.42 1.11 0.35
H 6.53 1.71 1.10 0.42
H 6.93 0.87 -0.40 0.30
H 2.01 -1.95 1.08 0.43
H 1.79 1.80 0.19 0.48
H 0.41 -0.77 1.18 0.47
H -0.84 1.91 0.31 0.71
H -1.30 -1.75 -0.40 0.51
H -5.79 -4.37 1.47 0.41
H -6.79 -3.25 0.55 0.29
H -5.07 -4.75 -0.70 0.38
H -5.31 -3.07 -1.20 0.37
H -2.89 -3.54 -1.09 0.39
H -3.08 -4.19 0.54 0.31
H -7.05 -1.67 2.45 0.38
H -6.30 -2.97 3.38 0.36
H -6.30 -0.66 4.41 0.36
H -4.72 -1.45 4.39 0.34
H -5.66 0.92 2.70 0.36
H -4.24 0.72 3.71 0.34
H -3.16 1.66 1.54 0.46
H 4.17 1.76 0.47 0.49
H 3.22 -4.01 0.53 0.39
H 4.14 -3.95 2.04 0.29
C -1.72 0.09 -2.76 -0.63
O -0.87 1.32 -2.73 -0.39
C -1.07 2.48 -2.14 0.05
S 0.19 3.75 -2.43 1.23
O 0.84 4.06 -1.17 -0.65
O 0.96 3.38 -3.59 -0.71
C -0.87 5.12 -2.94 0.20
C -2.23 4.91 -2.73 0.16
C -3.15 5.88 -3.15 -0.74
C -2.70 7.03 -3.80 -0.53
C -1.33 7.22 -4.03 -0.53
C -0.41 6.27 -3.59 -0.70
S -2.66 3.32 -1.98 1.40
O -3.64 2.70 -2.84 -0.73
O -2.91 3.53 -0.57 -0.62
H -1.85 -0.17 -3.80 0.39
H -1.12 -0.67 -2.28 0.16
H -2.68 0.26 -2.25 0.29
H -4.22 5.70 -3.00 0.44
H -3.43 7.74 -4.19 0.37
H -0.98 8.08 -4.59 0.37
H 0.66 6.38 -3.78 0.43

86
Properties=species:S:1:pos:R:3:lowdin_spin:R:1 method="wB97M-V/def2-TZVPD" charge=-1 s_squared=3.759 gap_ev="6.838 / 8.345" de_lowest_kcal_mol=0.0 lumo_ev="2.4 / 2.4" multiplicity=4 homo_ev="-4.453 / -5.975"
V -0.98 0.54 -0.87 2.67
N -0.45 -1.38 2.06 0.02
N 0.83 -1.01 2.51 0.00
C 1.88 -1.80 2.29 0.00
N 3.08 -1.23 2.61 0.00
S 1.81 -3.34 1.62 0.00
H -0.47 -1.26 1.05 0.01
H -1.11 -0.72 2.46 0.00
H 0.99 -0.02 2.67 0.00
H 3.09 -0.42 3.21 0.00
H 3.86 -1.86 2.63 0.00
C 4.87 3.78 -1.18 0.00
C 4.27 2.39 -1.15 0.00
C 5.35 1.31 -1.24 0.00
O 3.34 2.29 -2.20 0.00
C 2.38 1.34 -1.76 0.00
C 2.22 1.66 -0.25 0.00
O 3.52 2.20 0.05 0.00
C 1.07 2.55 0.35 0.01
O -0.14 2.14 -0.16 0.04
C 1.05 2.32 1.88 0.00
C 2.19 2.18 2.67 0.00
C 2.09 1.96 4.04 0.00
C 0.84 1.87 4.65 0.00
C -0.30 2.01 3.87 0.00
C -0.20 2.24 2.51 0.00
C 1.23 4.07 0.14 0.00
C 0.25 4.75 -0.56 0.00
C 0.31 6.13 -0.71 0.00
C 1.36 6.85 -0.15 0.00
C 2.33 6.18 0.58 0.00
C 2.27 4.80 0.73 0.00
C 1.22 1.10 -2.76 0.01
O 0.42 0.14 -2.16 0.02
C 1.86 0.49 -4.03 0.00
C 1.66 -0.86 -4.29 0.00
C 2.23 -1.45 -5.41 0.00
C 3.01 -0.71 -6.28 0.00
C 3.22 0.64 -6.02 0.00
C 2.65 1.23 -4.90 0.00
C 0.42 2.32 -3.22 0.01
C 0.96 3.59 -3.40 0.00
C 0.19 4.63 -3.92 0.00
C -1.14 4.42 -4.26 0.00
C -1.69 3.15 -4.09 0.01
C -0.91 2.12 -3.60 0.02
H 5.48 3.90 -2.08 0.00
H 5.51 3.93 -0.31 0.00
H 4.08 4.53 -1.18 0.00
H 5.91 1.43 -2.16 0.00
H 4.90 0.32 -1.22 0.00
H 6.02 1.40 -0.39 0.00
H 2.86 0.35 -1.75 0.00
H 2.12 0.70 0.26 0.00
H 3.17 2.23 2.21 0.00
H 2.99 1.86 4.64 0.00
H 0.76 1.69 5.71 0.00
H -1.28 1.94 4.32 0.00
H -1.09 2.34 1.90 0.00
H -0.57 4.19 -0.98 0.00
H -0.46 6.64 -1.26 0.00
H 1.40 7.93 -0.26 0.00
H 3.15 6.73 1.04 0.00
H 3.03 4.30 1.30 0.00
H 1.05 -1.43 -3.61 0.00
H 2.06 -2.51 -5.61 0.00
H 3.46 -1.17 -7.16 0.00
H 3.82 1.24 -6.69 0.00
H 2.81 2.28 -4.71 0.00
H 1.98 3.79 -3.11 0.00
H 0.63 5.61 -4.02 0.00
H -1.74 5.23 -4.65 0.00
H -2.72 2.97 -4.36 0.00
H -1.33 1.12 -3.51 0.01
B -4.52 0.93 2.37 0.01
C -3.52 0.91 1.15 0.03
N -2.76 0.87 0.27 0.02
H -3.89 1.32 3.33 0.00
H -5.43 1.69 2.09 0.00
H -4.91 -0.21 2.53 0.00
C -1.15 -4.06 -0.57 0.01
C -1.36 -2.65 -0.80 0.06
N -1.47 -1.51 -0.93 0.03
H -1.28 -4.26 0.49 0.00
H -0.12 -4.31 -0.84 0.00
H -1.85 -4.65 -1.16 0.00

81
Properties=species:S:1:pos:R:3:mulliken_charge:R:1 method="wB97M-V/def2-TZVPD" charge=0 gap_ev=3.318 lumo_ev=-3.0 multiplicity=1 homo_ev=-6.318
C 1.98 -3.76 -7.09 -0.82
O 0.92 -4.33 -6.27 -0.46
C 0.73 -3.89 -4.99 0.83
C -0.40 -4.37 -4.28 -0.76
C -0.67 -3.87 -3.00 -0.27
C 0.09 -2.83 -2.45 0.10
B -0.43 -1.96 -1.10 1.37
C 0.50 -2.35 0.37 0.35
C 1.82 -2.24 0.74 -1.07
C 2.29 -3.40 1.46 -0.76
C 1.30 -4.33 1.73 0.64
C 1.49 -5.72 2.20 -1.26
S -0.23 -3.72 1.25 -0.26
O -0.34 -0.52 -1.21 -0.36
C -1.69 -0.05 -1.10 1.82
C -1.69 1.22 -0.25 -0.98
C -2.22 0.09 -2.53 -2.13
C -2.49 -1.28 -0.36 1.48
C -2.35 -1.27 1.16 -1.60
C -3.97 -1.42 -0.75 -2.02
O -1.80 -2.41 -0.86 -0.71
C 1.28 -2.49 -3.09 -1.03
C 1.59 -2.97 -4.36 -0.28
H 1.83 -4.21 -8.07 0.25
H 1.89 -2.66 -7.17 0.34
H 2.98 -4.01 -6.71 0.30
H -1.07 -5.09 -4.75 0.37
H -1.52 -4.29 -2.46 0.36
H 2.46 -1.40 0.51 0.61
H 3.33 -3.56 1.74 0.29
H 2.54 -5.85 2.51 0.34
H 0.82 -5.95 3.04 0.30
H 1.29 -6.44 1.39 0.23
H -2.70 1.65 -0.10 0.34
H -1.25 0.99 0.74 -0.49
H -1.06 2.00 -0.70 0.47
H -3.16 0.65 -2.58 0.41
H -1.49 0.60 -3.17 0.40
H -2.37 -0.92 -2.96 0.25
H -2.89 -0.41 1.58 0.26
H -2.81 -2.19 1.55 0.54
H -1.30 -1.23 1.48 -0.13
H -4.51 -0.53 -0.39 0.30
H -4.13 -1.52 -1.82 0.34
H -4.39 -2.30 -0.25 0.51
H 1.98 -1.82 -2.59 0.29
H 2.45 -2.59 -4.91 0.30
C 4.84 5.30 -0.92 -0.41
C 4.96 3.91 -0.25 -0.72
C 3.54 3.66 0.22 0.67
C 2.72 4.61 -0.43 0.42
O 3.40 5.55 -1.15 -0.51
C 1.33 4.61 -0.27 -1.44
C 0.78 3.60 0.47 -0.33
C 1.54 2.56 1.10 0.57
C 0.79 1.57 1.87 -0.80
C -0.06 2.05 2.91 0.52
C -1.09 1.28 3.52 0.02
C -2.16 1.92 4.12 0.57
C -2.14 3.33 4.31 0.19
O -3.30 3.87 4.77 -0.49
C -4.26 2.76 4.94 -0.37
C -3.53 1.46 4.60 -0.52
C -1.01 4.08 3.97 -0.99
C 0.03 3.43 3.35 -0.57
C 2.97 2.66 1.01 -0.57
H 5.15 6.12 -0.25 0.27
H 5.36 5.38 -1.88 0.30
H 5.22 3.15 -1.01 0.27
H 5.73 3.90 0.53 0.36
H 0.76 5.38 -0.77 0.45
H -0.30 3.56 0.57 0.65
H 0.92 0.50 1.64 0.35
H -1.06 0.19 3.46 0.56
H -4.61 2.82 5.99 0.26
H -5.11 2.98 4.27 0.31
H -4.08 0.88 3.85 0.18
H -3.44 0.84 5.50 0.32
H -1.03 5.14 4.17 0.46
H 0.92 4.00 3.10 0.57
H 3.61 1.94 1.56 0.44

> Which value of charge does entry 2 give?

+2

Repeat the third record exactly.
82
Properties=species:S:1:pos:R:3:mulliken_charge:R:1 method="wB97M-V/def2-TZVPD" charge=0 gap_ev=3.780 de_lowest_kcal_mol=47.1 lumo_ev=-1.5 multiplicity=1 homo_ev=-5.303
C 5.32 -4.22 0.27 -0.77
C 6.63 -3.55 0.67 -0.78
N 6.53 -2.11 0.80 -0.07
C 7.83 -1.49 1.02 -0.77
C 7.77 -0.03 1.37 -0.78
C 6.65 0.72 0.65 -0.98
C 5.35 -0.01 0.70 0.74
C 5.35 -1.43 0.82 0.22
C 4.11 -2.12 0.90 0.56
C 2.94 -1.40 0.93 -0.97
C 2.92 0.01 0.71 0.69
C 1.71 0.75 0.51 -0.04
C 0.44 0.23 0.74 -0.28
C -0.79 0.84 0.48 -1.05
C -2.01 0.08 0.59 0.98
C -2.12 -1.28 0.15 -0.78
C -3.24 -2.05 0.41 0.23
C -4.22 -1.56 1.30 0.12
N -5.24 -2.38 1.69 0.01
C -5.75 -3.45 0.87 -0.75
C -4.94 -3.71 -0.38 -0.75
C -3.45 -3.42 -0.16 -1.02
C -6.08 -2.06 2.81 -0.79
C -5.50 -1.01 3.75 -0.78
C -4.89 0.19 3.01 -0.73
C -4.09 -0.25 1.83 0.48
C -3.14 0.60 1.29 -1.07
C 4.16 0.68 0.62 -1.28
C 4.13 -3.61 0.99 -0.92
H 5.19 -4.12 -0.82 0.36
H 5.40 -5.28 0.50 0.36
H 6.99 -3.98 1.62 0.38
H 7.39 -3.80 -0.08 0.35
H 8.36 -2.04 1.81 0.36
H 8.43 -1.62 0.10 0.39
H 7.62 0.06 2.45 0.34
H 8.73 0.42 1.11 0.35
H 6.53 1.71 1.10 0.42
H 6.93 0.87 -0.40 0.30
H 2.01 -1.95 1.08 0.43
H 1.79 1.80 0.19 0.48
H 0.41 -0.77 1.18 0.47
H -0.84 1.91 0.31 0.71
H -1.30 -1.75 -0.40 0.51
H -5.79 -4.37 1.47 0.41
H -6.79 -3.25 0.55 0.29
H -5.07 -4.75 -0.70 0.38
H -5.31 -3.07 -1.20 0.37
H -2.89 -3.54 -1.09 0.39
H -3.08 -4.19 0.54 0.31
H -7.05 -1.67 2.45 0.38
H -6.30 -2.97 3.38 0.36
H -6.30 -0.66 4.41 0.36
H -4.72 -1.45 4.39 0.34
H -5.66 0.92 2.70 0.36
H -4.24 0.72 3.71 0.34
H -3.16 1.66 1.54 0.46
H 4.17 1.76 0.47 0.49
H 3.22 -4.01 0.53 0.39
H 4.14 -3.95 2.04 0.29
C -1.72 0.09 -2.76 -0.63
O -0.87 1.32 -2.73 -0.39
C -1.07 2.48 -2.14 0.05
S 0.19 3.75 -2.43 1.23
O 0.84 4.06 -1.17 -0.65
O 0.96 3.38 -3.59 -0.71
C -0.87 5.12 -2.94 0.20
C -2.23 4.91 -2.73 0.16
C -3.15 5.88 -3.15 -0.74
C -2.70 7.03 -3.80 -0.53
C -1.33 7.22 -4.03 -0.53
C -0.41 6.27 -3.59 -0.70
S -2.66 3.32 -1.98 1.40
O -3.64 2.70 -2.84 -0.73
O -2.91 3.53 -0.57 -0.62
H -1.85 -0.17 -3.80 0.39
H -1.12 -0.67 -2.28 0.16
H -2.68 0.26 -2.25 0.29
H -4.22 5.70 -3.00 0.44
H -3.43 7.74 -4.19 0.37
H -0.98 8.08 -4.59 0.37
H 0.66 6.38 -3.78 0.43

> What is the multiplicity in the fourth record?

4